{"formula": "C31H61NO12", "method": "the ωB97M-V functional and the def2-TZVPD basis", "species": ["C", "C", "O", "O", "C", "C", "C", "N", "C", "O", "O", "C", "O", "O", "H", "H", "H", "H", "H", "H", "H", "H", "H", "H", "H", "H", "H", "C", "C", "C", "O", "C", "H", "H", "H", "H", "H", "H", "H", "H", "C", "C", "C", "O", "C", "H", "H", "H", "H", "H", "H", "H", "H", "C", "C", "C", "O", "C", "H", "H", "H", "H", "H", "H", "H", "H", "C", "C", "C", "O", "C", "H", "H", "H", "H", "H", "H", "H", "H", "C", "C", "C", "O", "C", "H", "H", "H", "H", "H", "H", "H", "H", "C", "C", "C", "O", "C", "H", "H", "H", "H", "H", "H", "H", "H"], "xyz": [[1.40, -0.23, -1.59], [0.00, 0.04, -2.05], [-0.60, -0.86, -2.48], [-0.56, 1.25, -1.95], [-0.58, 1.99, -3.18], [0.78, 2.44, -3.69], [1.16, 3.89, -3.35], [2.11, 4.07, -2.26], [1.61, 3.66, -0.97], [0.59, 4.58, -0.64], [-0.34, 3.86, 0.13], [3.36, 3.60, -2.55], [3.69, 3.12, -3.59], [4.21, 3.77, -1.55], [1.92, 0.71, -1.47], [1.44, -0.76, -0.65], [1.95, -0.77, -2.35], [-1.02, 1.33, -3.93], [-1.28, 2.80, -3.07], [0.74, 2.38, -4.77], [1.57, 1.77, -3.41], [0.28, 4.45, -3.08], [1.57, 4.38, -4.22], [2.36, 3.75, -0.21], [1.23, 2.65, -0.94], [-1.15, 4.38, 0.05], [5.00, 3.25, -1.76], [-1.09, 8.45, -1.64], [-2.50, 8.98, -1.39], [-3.36, 7.82, -1.88], [-2.61, 6.63, -1.64], [-1.26, 6.97, -1.30], [-0.33, 8.93, -1.03], [-0.82, 8.57, -2.69], [-2.66, 9.14, -0.32], [-2.71, 9.91, -1.91], [-3.55, 7.90, -2.96], [-4.32, 7.76, -1.36], [-1.12, 6.79, -0.23], [-0.58, 6.33, -1.86], [6.74, 1.29, 1.86], [8.10, 1.75, 1.37], [7.73, 2.57, 0.14], [6.43, 3.13, 0.40], [5.87, 2.50, 1.56], [6.72, 1.00, 2.91], [6.40, 0.43, 1.27], [8.57, 2.39, 2.12], [8.79, 0.94, 1.14], [7.66, 1.94, -0.75], [8.43, 3.38, -0.06], [5.89, 3.22, 2.39], [4.83, 2.24, 1.36], [-3.27, -2.06, 0.81], [-2.73, -0.82, 0.12], [-2.24, 0.01, 1.30], [-1.83, -0.93, 2.31], [-2.28, -2.24, 1.95], [-3.32, -2.94, 0.16], [-4.27, -1.87, 1.20], [-1.89, -1.07, -0.53], [-3.46, -0.29, -0.49], [-3.05, 0.62, 1.72], [-1.41, 0.66, 1.05], [-1.41, -2.82, 1.63], [-2.72, -2.72, 2.82], [0.62, -4.92, 0.86], [1.37, -5.75, -0.17], [2.10, -4.68, -0.96], [2.37, -3.60, -0.05], [1.62, -3.81, 1.15], [0.33, -5.48, 1.74], [-0.28, -4.50, 0.41], [2.08, -6.41, 0.33], [0.72, -6.37, -0.80], [1.48, -4.29, -1.78], [3.04, -5.03, -1.39], [2.32, -4.10, 1.94], [1.14, -2.88, 1.45], [-3.62, 0.43, 4.64], [-5.07, 0.89, 4.65], [-5.74, -0.22, 5.46], [-4.76, -0.70, 6.38], [-3.47, -0.17, 6.03], [-2.91, 1.23, 4.45], [-3.47, -0.34, 3.88], [-5.16, 1.84, 5.18], [-5.51, 1.01, 3.66], [-6.04, -1.05, 4.82], [-6.61, 0.12, 6.01], [-3.20, 0.59, 6.77], [-2.73, -0.97, 6.07], [-2.21, -10.28, -1.63], [-2.24, -9.07, -2.55], [-1.84, -7.95, -1.60], [-0.98, -8.53, -0.62], [-1.03, -9.96, -0.72], [-2.09, -11.23, -2.15], [-3.13, -10.33, -1.04], [-1.48, -9.18, -3.33], [-3.20, -8.90, -3.03], [-2.72, -7.54, -1.09], [-1.32, -7.13, -2.11], [-0.09, -10.30, -1.16], [-1.12, -10.39, 0.27]], "gap_ev": 9.829, "charge": 0, "e_tot_ha": -2175.2275, "smiles": "CC(=O)OCCCN(COO)C(=O)O.C1CCOC1.C1CCOC1.C1CCOC1.C1CCOC1.C1CCOC1.C1CCOC1", "multiplicity": 1, "fmax_ha_per_bohr": 0.081}

{"formula": "C5H12O3", "method": "the ωB97M-V functional and the def2-TZVPD basis", "species": ["C", "C", "C", "C", "C", "O", "H", "H", "H", "H", "H", "H", "H", "H", "O", "H", "H", "O", "H", "H"], "xyz": [[3.02, -0.83, -0.75], [2.06, -0.21, -0.09], [0.99, 0.60, -0.70], [-0.06, 0.93, 0.05], [-1.26, 1.69, -0.47], [-2.45, 0.97, -0.13], [3.12, -0.82, -1.82], [3.84, -1.38, -0.28], [2.01, -0.24, 1.00], [1.12, 1.08, -1.66], [-0.13, 0.93, 1.15], [-1.25, 1.68, -1.55], [-1.32, 2.70, -0.03], [-2.48, 0.80, 0.82], [-1.35, -1.99, -2.38], [-0.69, -2.66, -2.18], [-1.74, -1.82, -1.51], [-1.52, -0.49, 3.62], [-0.97, -1.24, 3.35], [-0.95, 0.28, 3.56]], "gap_ev": 9.540, "charge": 0, "e_tot_ha": -423.3586, "smiles": "C=C/C=C/CO.O.O", "multiplicity": 1, "fmax_ha_per_bohr": 0.034}

{"formula": "C22H17CoF4N8O2", "method": "the ωB97M-V functional and the def2-TZVPD basis", "species": ["Co", "N", "C", "N", "C", "N", "N", "C", "N", "C", "C", "C", "C", "C", "N", "H", "H", "H", "H", "H", "H", "H", "H", "F", "C", "N", "C", "C", "C", "O", "N", "C", "O", "H", "H", "H", "H", "H", "F", "C", "F", "F", "C", "C", "C", "C", "C", "C", "C", "C", "H", "H", "H", "H"], "xyz": [[-1.10, -1.08, -0.39], [-0.99, 1.79, 1.30], [-1.19, 0.72, 2.05], [-1.40, 0.90, 3.36], [-1.47, -0.20, 4.10], [-1.73, -0.06, 5.41], [-1.28, -1.47, 3.66], [-1.14, -1.54, 2.36], [-1.15, -0.51, 1.50], [-0.83, -2.85, 1.72], [-0.79, -4.05, 2.41], [-0.47, -5.19, 1.68], [-0.22, -5.09, 0.33], [-0.29, -3.85, -0.29], [-0.59, -2.76, 0.41], [-1.10, 2.68, 1.74], [-0.84, 1.74, 0.29], [-1.74, 0.86, 5.81], [-1.65, -0.87, 6.01], [-1.00, -4.07, 3.46], [-0.43, -6.15, 2.18], [0.03, -5.96, -0.26], [-0.14, -3.68, -1.35], [-1.02, -1.81, -2.05], [-3.65, 3.11, -2.96], [-3.57, 1.84, -2.25], [-4.63, 0.98, -2.22], [-4.60, -0.20, -1.57], [-3.35, -0.54, -0.95], [-3.07, -1.61, -0.33], [-2.31, 0.32, -1.02], [-2.36, 1.53, -1.63], [-1.46, 2.34, -1.60], [-4.67, 3.26, -3.29], [-2.97, 3.11, -3.81], [-3.35, 3.92, -2.29], [-5.52, 1.32, -2.74], [-5.44, -0.87, -1.54], [6.82, 3.89, -1.33], [6.84, 2.55, -1.37], [7.70, 2.14, -0.41], [7.40, 2.20, -2.54], [5.48, 1.94, -1.19], [4.36, 2.73, -1.01], [3.12, 2.13, -0.85], [2.99, 0.74, -0.86], [4.13, -0.04, -1.05], [5.37, 0.55, -1.22], [1.70, 0.14, -0.69], [0.60, -0.35, -0.57], [4.45, 3.81, -1.00], [2.24, 2.74, -0.71], [4.03, -1.11, -1.07], [6.25, -0.06, -1.36]], "gap_ev": 7.345, "charge": 0, "e_tot_ha": -3219.4583, "multiplicity": 1, "fmax_ha_per_bohr": 0.008}

{"formula": "C29H62LiNO29P", "method": "the ωB97M-V functional and the def2-TZVPD basis", "species": ["C", "N", "C", "C", "C", "C", "O", "H", "H", "H", "H", "H", "H", "H", "H", "H", "H", "H", "H", "H", "H", "Li", "P", "O", "O", "O", "O", "C", "O", "C", "O", "O", "C", "H", "H", "H", "H", "H", "H", "C", "O", "C", "O", "O", "C", "H", "H", "H", "H", "H", "H", "C", "O", "C", "O", "O", "C", "H", "H", "H", "H", "H", "H", "C", "O", "C", "O", "O", "C", "H", "H", "H", "H", "H", "H", "C", "O", "C", "O", "O", "C", "H", "H", "H", "H", "H", "H", "C", "O", "C", "O", "O", "C", "H", "H", "H", "H", "H", "H", "C", "O", "C", "O", "O", "C", "H", "H", "H", "H", "H", "H", "C", "O", "C", "O", "O", "C", "H", "H", "H", "H", "H", "H"], "xyz": [[0.72, -0.69, 1.52], [-0.59, -0.60, 0.89], [-1.23, -1.89, 1.41], [-1.43, 0.56, 1.30], [-0.49, -0.85, -0.61], [0.54, 0.11, -1.25], [0.51, -0.22, -2.60], [0.70, -0.99, 2.71], [1.33, 0.21, 1.47], [1.33, -1.09, 1.02], [-1.76, -1.86, 2.21], [-0.79, -2.70, 1.01], [-2.20, -1.85, 0.72], [-0.82, 1.45, 1.44], [-1.96, 0.38, 2.31], [-2.42, 0.61, 0.79], [-1.43, -1.02, -1.17], [-0.16, -1.88, -0.96], [1.47, 0.12, -0.90], [0.50, 1.23, -1.05], [1.16, -1.08, -2.51], [3.67, -1.76, -2.77], [2.51, -2.94, -1.27], [3.18, -1.71, -1.01], [1.86, -2.24, -2.47], [1.61, -3.64, -0.33], [3.53, -3.57, -2.09], [6.60, -0.48, -5.86], [6.04, 0.57, -5.09], [5.19, 0.37, -4.14], [4.95, -0.80, -3.93], [4.77, 1.41, -3.54], [3.97, 1.24, -2.28], [7.25, 0.15, -6.52], [5.95, -1.04, -6.50], [7.08, -1.19, -5.33], [4.12, 2.13, -1.69], [4.35, 0.36, -1.68], [2.99, 1.00, -2.38], [-4.11, 5.47, 1.00], [-4.56, 4.77, -0.16], [-3.98, 3.56, -0.56], [-3.27, 2.95, 0.29], [-4.12, 3.17, -1.79], [-3.43, 2.05, -2.13], [-5.05, 5.71, 1.44], [-3.63, 6.24, 1.09], [-3.59, 4.97, 1.58], [-3.75, 1.45, -3.17], [-3.43, 1.32, -1.44], [-2.32, 2.38, -2.26], [-0.70, -2.29, 5.27], [-1.87, -2.30, 4.54], [-3.10, -2.23, 5.11], [-3.34, -2.25, 6.31], [-4.24, -1.96, 4.31], [-5.54, -2.23, 4.83], [-0.80, -3.09, 6.01], [-0.38, -1.38, 5.72], [0.15, -2.79, 4.64], [-5.77, -3.34, 4.76], [-6.08, -1.74, 4.15], [-5.95, -1.75, 5.90], [3.71, -3.33, 1.95], [4.23, -3.26, 3.35], [3.50, -2.62, 4.27], [2.48, -2.01, 3.97], [4.05, -2.58, 5.45], [3.61, -1.69, 6.44], [2.83, -3.77, 1.90], [4.30, -3.77, 1.18], [3.73, -2.20, 1.72], [3.00, -2.20, 7.15], [3.39, -0.63, 5.94], [4.62, -1.37, 7.12], [4.70, 4.92, 0.61], [5.24, 3.61, 1.01], [4.39, 2.62, 1.18], [3.23, 2.63, 0.91], [4.97, 1.51, 1.87], [4.36, 0.28, 1.89], [5.35, 5.57, 0.08], [4.39, 5.21, 1.72], [3.77, 4.85, -0.14], [4.99, -0.61, 2.56], [3.99, -0.11, 1.07], [3.37, 0.41, 2.37], [1.30, 2.73, 3.50], [0.56, 3.73, 4.13], [-0.72, 3.50, 4.47], [-1.36, 2.51, 4.05], [-1.42, 4.54, 5.14], [-2.72, 4.35, 5.65], [0.96, 2.85, 2.36], [0.94, 1.65, 3.89], [2.38, 3.00, 3.82], [-2.91, 3.41, 5.70], [-3.35, 4.80, 4.93], [-2.96, 4.73, 6.66], [-4.86, 1.69, -7.84], [-3.80, 0.64, -7.71], [-3.33, 0.56, -6.50], [-3.62, 1.32, -5.57], [-2.31, -0.31, -6.32], [-1.59, -0.31, -5.16], [-4.44, 2.49, -7.68], [-5.73, 1.63, -7.19], [-5.49, 1.65, -8.70], [-0.80, -1.04, -5.13], [-2.30, -0.64, -4.40], [-1.24, 0.72, -4.87], [-0.82, -4.00, -3.07], [-1.87, -4.17, -4.00], [-3.06, -3.70, -3.93], [-3.38, -2.98, -2.89], [-3.83, -3.99, -4.94], [-5.22, -3.43, -5.09], [-1.08, -2.99, -2.45], [0.09, -4.20, -3.36], [-1.14, -4.82, -2.11], [-5.90, -3.71, -4.29], [-5.75, -3.83, -5.80], [-5.13, -2.40, -5.18]], "gap_ev": 4.174, "charge": -1, "e_tot_ha": -3727.2219, "multiplicity": 1, "fmax_ha_per_bohr": 0.269}

{"formula": "C12H16N2O", "method": "the ωB97M-V functional and the def2-TZVPD basis", "species": ["C", "C", "C", "C", "N", "C", "N", "H", "H", "H", "H", "H", "H", "H", "H", "C", "C", "C", "C", "C", "O", "C", "C", "H", "H", "H", "H", "H", "H", "H", "H"], "xyz": [[2.57, -2.13, 0.89], [2.73, -0.69, 0.93], [1.99, 0.15, 2.00], [1.07, -0.22, 3.01], [0.41, 0.88, 3.47], [0.85, 1.92, 2.68], [1.82, 1.50, 1.85], [2.12, -2.72, 0.20], [1.91, -2.30, 1.78], [3.48, -2.62, 1.08], [3.64, -0.26, 0.77], [2.08, -0.32, 0.10], [0.83, -1.17, 3.44], [-0.04, 0.98, 4.32], [0.53, 3.06, 2.67], [0.30, 1.93, -2.59], [-0.44, 0.80, -2.04], [-1.63, 1.12, -1.41], [-2.68, 0.26, -1.08], [-2.42, -1.04, -1.57], [-3.39, -1.96, -1.38], [-1.20, -1.51, -2.17], [-0.27, -0.49, -2.54], [-0.15, 2.35, -3.56], [1.44, 1.75, -2.61], [-0.07, 2.78, -1.96], [-1.91, 2.26, -1.31], [-3.59, 0.37, -0.56], [-3.83, -2.40, -2.18], [-0.90, -2.54, -2.17], [0.64, -0.83, -2.89]], "gap_ev": 8.990, "charge": 0, "e_tot_ha": -651.4894, "smiles": "CCc1c[nH]cn1.Cc1ccc(O)cc1", "multiplicity": 1, "fmax_ha_per_bohr": 0.114}

{"formula": "C33H24As2Cl5NSr", "method": "the ωB97M-V functional and the def2-TZVPD basis", "species": ["Sr", "C", "C", "As", "C", "C", "C", "C", "C", "C", "C", "C", "C", "C", "C", "C", "As", "C", "C", "C", "C", "C", "C", "C", "C", "C", "C", "C", "C", "H", "H", "H", "H", "H", "H", "H", "H", "H", "H", "H", "H", "H", "H", "H", "H", "H", "H", "H", "H", "H", "H", "H", "H", "Cl", "C", "C", "C", "Cl", "C", "Cl", "C", "Cl", "C", "Cl", "N", "C"], "xyz": [[0.63, 1.43, -0.55], [-1.38, 0.70, 0.02], [-1.55, 0.74, 1.55], [0.16, 1.55, 1.98], [0.94, 0.06, 1.02], [0.70, -1.21, 1.94], [1.05, -2.35, 1.32], [1.56, -2.10, -0.05], [2.67, -1.14, 0.01], [2.33, 0.05, 0.54], [0.55, 0.89, 3.73], [-0.58, 0.59, 4.47], [-0.51, -0.34, 5.50], [0.69, -0.97, 5.77], [1.82, -0.69, 5.02], [1.75, 0.22, 3.98], [-0.22, -0.90, -0.09], [0.18, -0.41, -1.98], [-1.06, -0.94, -2.47], [-1.15, -1.83, -3.52], [-0.01, -2.19, -4.19], [1.22, -1.66, -3.81], [1.33, -0.83, -2.72], [-1.53, -2.21, 0.22], [-1.12, -3.53, 0.05], [-1.86, -4.56, 0.58], [-3.00, -4.27, 1.32], [-3.47, -2.97, 1.40], [-2.74, -1.93, 0.82], [-1.08, 1.72, -0.15], [-2.36, 0.64, -0.46], [-1.57, -0.22, 2.07], [-2.45, 1.30, 1.83], [-0.02, -1.23, 2.75], [0.85, -3.32, 1.75], [1.74, -2.97, -0.68], [3.64, -1.38, -0.39], [3.06, 0.75, 0.94], [-1.53, 1.00, 4.15], [-1.41, -0.62, 6.04], [0.74, -1.73, 6.54], [2.74, -1.24, 5.18], [2.58, 0.35, 3.30], [-1.97, -0.67, -1.94], [-2.11, -2.26, -3.77], [-0.07, -2.90, -5.01], [2.11, -1.95, -4.35], [2.28, -0.43, -2.39], [-0.24, -3.73, -0.54], [-1.54, -5.58, 0.45], [-3.56, -5.07, 1.79], [-4.38, -2.73, 1.94], [-3.15, -0.93, 0.81], [0.71, 2.27, -4.48], [0.37, 3.86, -3.87], [0.29, 3.96, -2.49], [0.31, 5.26, -1.99], [0.63, 5.39, -0.29], [0.19, 6.39, -2.80], [0.11, 7.95, -2.10], [0.15, 6.23, -4.19], [-0.03, 7.60, -5.20], [0.29, 4.96, -4.74], [0.37, 4.75, -6.42], [4.01, 2.81, -1.75], [2.93, 2.54, -1.43]], "gap_ev": 5.479, "charge": 0, "e_tot_ha": -8129.3513, "multiplicity": 1, "fmax_ha_per_bohr": 0.336}

{"formula": "C5H10O2S", "method": "the ωB97M-V functional and the def2-TZVPD basis", "species": ["C", "C", "C", "C", "C", "O", "O", "S", "H", "H", "H", "H", "H", "H", "H", "H", "H", "H"], "xyz": [[2.54, -1.56, -0.31], [-1.94, -1.31, 0.43], [2.53, 1.02, -0.23], [-3.36, 1.10, -0.23], [2.54, -0.37, 0.28], [-2.70, -2.13, 0.02], [-0.96, 1.10, 0.76], [-1.66, 0.43, -0.37], [2.43, -2.56, 0.13], [-1.23, -1.17, 1.25], [2.68, 1.70, 0.58], [1.62, 1.06, -0.67], [3.29, 1.06, -0.91], [-3.50, 1.42, 0.73], [-3.43, 1.96, -0.99], [-4.08, 0.29, -0.41], [2.52, -0.52, 1.30], [2.71, -1.53, -1.33]], "gap_ev": 9.133, "charge": 0, "e_tot_ha": -745.0487, "multiplicity": 1, "fmax_ha_per_bohr": 0.082}

{"formula": "C5H36NO14", "method": "the ωB97M-V functional and the def2-TZVPD basis", "species": ["C", "N", "C", "C", "O", "C", "O", "C", "H", "H", "H", "H", "H", "H", "H", "H", "H", "H", "H", "H", "H", "H", "O", "H", "H", "O", "H", "H", "O", "H", "H", "O", "H", "H", "O", "H", "H", "O", "H", "H", "O", "H", "H", "O", "H", "H", "O", "H", "H", "O", "H", "H", "O", "H", "H", "O"], "xyz": [[1.15, 1.86, 0.57], [1.54, 0.40, 0.41], [0.63, -0.56, 1.10], [0.82, -0.61, 2.63], [-0.26, -1.44, 3.15], [1.02, -1.93, 0.43], [-0.07, -2.86, 0.42], [1.81, 2.50, 1.80], [0.03, 1.85, 0.73], [1.38, 2.41, -0.35], [1.40, 0.28, -0.60], [-0.48, -0.42, 0.99], [1.74, -1.05, 3.03], [0.58, 0.32, 3.15], [-0.67, -1.96, 2.44], [1.27, -1.71, -0.63], [1.86, -2.36, 0.97], [2.87, 2.46, 1.65], [1.55, 1.98, 2.70], [1.34, 3.44, 1.91], [-2.88, 0.71, 2.43], [-1.87, -0.32, 3.01], [-2.59, 0.32, 3.27], [-0.87, -0.11, -4.44], [-2.08, -0.52, -3.55], [-1.83, -0.25, -4.44], [-0.61, -4.16, -1.57], [-1.20, -2.91, -1.98], [-0.64, -3.62, -2.38], [3.45, -1.38, 0.32], [3.66, -0.14, 1.12], [4.09, -0.98, 0.92], [-2.20, -0.38, -1.22], [-3.55, 0.53, -1.21], [-2.60, 0.69, -1.30], [1.08, 0.48, -2.79], [0.97, 2.01, -2.51], [1.56, 1.24, -2.41], [0.37, -2.42, -3.02], [-0.35, -1.24, -2.36], [0.39, -1.39, -2.96], [-2.52, 1.52, 0.29], [-3.59, 2.60, 0.31], [-3.21, 1.93, 0.89], [-1.37, 1.38, 4.39], [-1.09, 2.79, 3.70], [-1.10, 2.29, 4.52], [3.78, 0.99, -0.23], [2.95, 1.62, -1.39], [3.68, 1.78, -0.76], [-1.58, 1.44, -2.32], [-1.33, 1.57, -3.74], [-0.94, 1.91, -2.91], [-0.77, -2.45, -0.17], [-2.91, -1.89, -0.69], [-2.03, -1.64, -0.98]], "gap_ev": 9.337, "charge": -1, "e_tot_ha": -1320.2858, "multiplicity": 1, "fmax_ha_per_bohr": 0.041}